Entry 1:
The following is a DFT calculation (ωB97M-V/def2-TZVPD) of an isolated molecule of C6H13N.

The LUMO energy comes out at 1.059 eV. As for the multiplicity: 1. The calculation puts the HOMO energy at -9.1871 eV. The calculation puts the orbital gap at 10.2 eV.

Each line ends with the natural charge from an NBO analysis.
Element x y z (Å)
C1 -0.954 2.845 0.531  -0.613
C2 -0.528 1.395 0.234  -0.422
C3 0.643 0.833 -0.689  -0.436
C4 0.578 -0.655 -0.399  0.327
C5 1.532 -1.148 0.664  -0.707
N1 -0.356 -1.314 -0.960  -0.445
C6 -0.648 -2.683 -0.577  -0.442
H1 -1.985 2.926 0.158  0.210
H2 -0.999 3.146 1.586  0.208
H3 -0.356 3.585 -0.001  0.208
H4 -0.854 0.706 1.017  0.205
H5 -1.162 1.124 -0.578  0.226
H6 0.386 0.949 -1.760  0.218
H7 1.624 1.281 -0.540  0.200
H8 2.083 -0.301 1.082  0.223
H9 1.009 -1.651 1.482  0.226
H10 2.252 -1.856 0.240  0.234
H11 -0.348 -3.369 -1.378  0.205
H12 -0.182 -3.026 0.358  0.171
H13 -1.735 -2.787 -0.469  0.205



Entry 2:
The following is a DFT calculation (ωB97M-V/def2-TZVPD) of an isolated molecule of C6H13N.

The LUMO energy comes out at 1.219 eV. As for the multiplicity: 1. The calculation puts the HOMO energy at -7.7044 eV. The calculation puts the orbital gap at 8.9 eV.

Each line ends with the natural charge from an NBO analysis.
Element x y z (Å)
C1 -0.323 0.797 3.353  -0.607
C2 -1.014 0.547 1.990  -0.397
C3 -0.122 0.738 0.751  -0.419
C4 -0.125 -0.479 -0.158  -0.269
C5 -0.172 -0.382 -1.485  -0.006
N1 0.219 -1.331 -2.443  -0.621
C6 1.035 -0.795 -3.519  -0.398
H1 0.083 -0.099 3.814  0.204
H2 0.425 1.580 3.254  0.200
H3 -1.104 1.191 4.005  0.206
H4 -1.866 1.226 1.922  0.199
H5 -1.421 -0.463 2.050  0.199
H6 0.914 0.728 1.099  0.200
H7 -0.267 1.663 0.200  0.208
H8 0.038 -1.404 0.387  0.187
H9 -0.514 0.565 -1.892  0.178
H10 0.531 -2.159 -1.963  0.367
H11 2.022 -0.484 -3.185  0.170
H12 0.539 0.091 -3.875  0.197
H13 1.121 -1.530 -4.307  0.201



Entry 3:
The following is a DFT calculation (ωB97M-V/def2-TZVPD) of an isolated molecule of C6H13N.

The LUMO energy comes out at 1.104 eV. As for the multiplicity: 1. The calculation puts the HOMO energy at -8.1164 eV. The calculation puts the orbital gap at 9.2 eV.

Each line ends with the natural charge from an NBO analysis.
Element x y z (Å)
C1 -1.599 -0.204 2.076  -0.621
C2 -1.477 0.284 0.633  -0.202
N1 -0.340 -0.428 0.051  -0.463
C3 -0.330 -0.099 -1.393  -0.222
C4 0.996 0.632 -1.691  -0.413
C5 1.927 -0.057 -0.680  -0.416
C6 1.033 -0.437 0.486  -0.227
H1 -0.610 -0.516 2.406  0.209
H2 -2.262 -1.083 2.171  0.210
H3 -1.990 0.493 2.827  0.207
H4 -2.386 -0.001 0.061  0.197
H5 -1.434 1.389 0.559  0.161
H6 -1.155 0.569 -1.680  0.198
H7 -0.355 -1.047 -1.963  0.186
H8 1.388 0.410 -2.721  0.211
H9 0.959 1.689 -1.451  0.195
H10 2.852 0.513 -0.572  0.221
H11 2.224 -0.975 -1.253  0.189
H12 1.430 -1.419 0.784  0.194
H13 1.126 0.285 1.350  0.185



Entry 4:
The following is a DFT calculation (ωB97M-V/def2-TZVPD) of an isolated molecule of C6H13N.

The LUMO energy comes out at 1.105 eV. As for the multiplicity: 1. The calculation puts the HOMO energy at -9.1131 eV. The calculation puts the orbital gap at 10.2 eV.

Each line ends with the natural charge from an NBO analysis.
Element x y z (Å)
C1 2.855 0.513 -1.247  -0.399
C2 1.533 0.457 -0.989  -0.174
C3 0.640 -0.743 -1.061  -0.467
C4 -0.343 -1.122 0.109  -0.394
C5 -0.930 0.108 0.788  -0.057
C6 -1.655 -0.305 2.103  -0.613
N1 -1.608 1.129 0.028  -0.845
H1 3.408 1.356 -0.898  0.195
H2 3.304 -0.041 -2.085  0.195
H3 1.120 1.333 -0.496  0.194
H4 0.049 -0.866 -2.010  0.213
H5 1.355 -1.645 -1.100  0.215
H6 0.345 -1.666 0.794  0.207
H7 -1.064 -1.882 -0.179  0.207
H8 -0.049 0.682 1.170  0.170
H9 -2.469 0.424 2.160  0.209
H10 -2.193 -1.272 2.112  0.204
H11 -0.928 -0.248 2.947  0.221
H12 -1.376 1.116 -0.968  0.362
H13 -2.619 1.076 0.067  0.357



Entry 5:
The following is a DFT calculation (ωB97M-V/def2-TZVPD) of a 2-piece molecular cluster, C6H13N overall.

The LUMO energy comes out at -2.879 eV. As for the multiplicity: 1. The calculation puts the HOMO energy at -5.8619 eV. The calculation puts the orbital gap at 3.0 eV.

Each line ends with the natural charge from an NBO analysis.
Element x y z (Å)
C1 1.984 -0.140 0.110  -0.659
C2 1.314 -1.605 0.329  -0.425
C3 0.077 -1.429 1.184  -0.448
C4 -0.594 -0.078 1.228  -0.448
N1 -1.979 1.797 -1.805  -0.844
C5 -1.726 1.644 -0.455  -0.105
C6 -1.246 0.383 -0.029  -0.278
H1 2.545 0.083 1.040  0.233
H2 2.628 -0.014 -0.732  0.200
H3 1.116 0.515 -0.032  0.222
H4 1.315 -2.083 -0.679  0.197
H5 1.996 -2.196 1.013  0.218
H6 0.392 -1.831 2.261  0.214
H7 -0.561 -2.287 0.886  0.207
H8 0.193 -0.033 -1.263  0.369
H9 -0.746 0.519 2.066  0.210
H10 -2.745 2.330 -2.091  0.362
H11 -1.238 2.135 -2.310  0.351
H12 -1.335 2.685 0.090  0.179
H13 -1.390 -0.393 -0.810  0.246



Entry 6:
The following is a DFT calculation (ωB97M-V/def2-TZVPD) of an isolated molecule of C6H13N.

The LUMO energy comes out at 0.931 eV. As for the multiplicity: 1. The calculation puts the HOMO energy at -8.3913 eV. The calculation puts the orbital gap at 9.3 eV.

Each line ends with the natural charge from an NBO analysis.
Element x y z (Å)
C1 -1.798 2.108 -1.528  -0.666
C2 -0.729 0.934 -1.287  -0.190
C3 -0.498 0.192 -0.200  0.007
C4 -1.425 -0.138 0.934  -0.660
C5 0.827 -0.612 -0.300  -0.429
C6 1.444 -0.904 0.985  -0.232
N1 2.628 -1.727 0.770  -0.837
H1 -2.706 1.664 -1.175  0.215
H2 -1.872 2.240 -2.680  0.211
H3 -1.602 3.191 -1.229  0.229
H4 -0.276 0.438 -2.174  0.196
H5 -1.804 -1.120 0.761  0.227
H6 -2.156 0.699 1.186  0.227
H7 -0.729 -0.080 1.872  0.207
H8 1.562 0.094 -0.827  0.216
H9 0.710 -1.520 -0.872  0.212
H10 0.827 -1.424 1.708  0.175
H11 1.616 -0.005 1.483  0.182
H12 3.340 -1.293 1.332  0.352
H13 2.643 -2.739 1.243  0.357